Below is a structure of composition C26H55AlIO13S6 in a non-equilibrium geometry, with properties calculated with ωB97M-V/def2-TZVPD.

Positions of all 102 atoms, in Å:
O 2.030 -1.450 2.312
C 2.988 -0.378 2.547
C 2.921 0.645 1.412
Al 4.759 1.332 0.881
I 5.011 3.969 0.902
H 2.559 -2.188 2.039
H 2.752 0.085 3.489
H 3.973 -0.823 2.569
H 2.215 1.424 1.628
H 2.569 0.080 0.556
H 5.018 0.916 -0.659
H 5.917 0.633 1.746
C 3.095 5.122 -3.949
C 1.695 5.456 -4.480
C 0.697 4.565 -3.730
S 1.442 4.219 -2.131
O 1.729 2.810 -2.051
O 0.696 4.902 -1.103
C 2.970 5.091 -2.429
H 3.836 5.852 -4.273
H 3.405 4.141 -4.316
H 1.473 6.507 -4.282
H 1.623 5.305 -5.557
H -0.258 5.058 -3.576
H 0.544 3.616 -4.235
H 3.791 4.576 -1.936
H 2.863 6.096 -2.023
C -1.818 -0.571 -0.575
C -1.306 0.371 0.521
C -1.298 1.785 -0.063
S -2.585 1.824 -1.313
O -1.981 2.016 -2.615
O -3.682 2.655 -0.868
C -3.053 0.103 -1.161
H -2.054 -1.561 -0.183
H -1.054 -0.687 -1.348
H -1.978 0.330 1.383
H -0.314 0.087 0.867
H -1.511 2.534 0.681
H -0.354 2.008 -0.549
H -3.336 -0.289 -2.136
H -3.895 0.045 -0.474
C -0.959 3.722 5.708
C -0.008 2.584 6.103
C 0.414 1.872 4.815
S 0.325 3.094 3.508
O -0.723 2.703 2.594
O 1.658 3.409 3.066
C -0.294 4.429 4.528
H -1.140 4.406 6.536
H -1.921 3.307 5.397
H 0.871 3.003 6.598
H -0.472 1.889 6.796
H 1.428 1.491 4.871
H -0.270 1.063 4.563
H -0.977 5.045 3.948
H 0.562 5.020 4.851
C -2.970 -2.090 -6.406
C -4.413 -1.758 -6.814
C -5.345 -2.647 -5.980
S -4.461 -2.989 -4.454
O -4.173 -4.405 -4.398
O -5.112 -2.304 -3.363
C -2.963 -2.118 -4.883
H -2.263 -1.360 -6.791
H -2.690 -3.071 -6.798
H -4.617 -0.708 -6.597
H -4.578 -1.909 -7.880
H -6.282 -2.151 -5.745
H -5.542 -3.598 -6.472
H -2.102 -2.632 -4.464
H -3.036 -1.111 -4.470
C -0.982 -3.111 8.263
C 0.181 -3.213 7.265
C 0.690 -1.790 7.007
S 0.327 -0.853 8.495
O -0.649 0.160 8.173
O 1.556 -0.532 9.174
C -0.502 -2.175 9.369
H -1.262 -4.086 8.659
H -1.856 -2.685 7.767
H 0.980 -3.817 7.699
H -0.124 -3.692 6.337
H 1.761 -1.765 6.826
H 0.165 -1.318 6.179
H -1.308 -1.766 9.972
H 0.235 -2.661 10.007
C 1.618 -5.752 -4.793
C 2.094 -4.794 -3.692
C 2.065 -3.375 -4.274
S 0.790 -3.380 -5.536
O 1.404 -3.163 -6.821
O -0.331 -2.582 -5.091
C 0.367 -5.112 -5.389
H 1.407 -6.746 -4.402
H 2.389 -5.847 -5.560
H 1.416 -4.856 -2.839
H 3.090 -5.050 -3.337
H 1.818 -2.629 -3.523
H 3.005 -3.116 -4.754
H 0.099 -5.506 -6.366
H -0.480 -5.190 -4.708

## Properties
* F_max: 1.57 eV/A
* total charge: -1
* LUMO level: 1.8 eV
* E_HOMO: -0.178 hartree
* frontier orbital gap: 6.7 eV



Below is a structure of composition C12H4Cl5N2PdS5SbSe in a non-equilibrium geometry, with properties calculated with ωB97M-V/def2-TZVPD.

Positions of all 31 atoms, in Å:
Pd -0.073 -0.561 -1.044
Cl 2.911 -0.475 -1.830
C 2.149 1.064 -2.054
C 0.775 1.151 -1.817
C 0.181 2.400 -2.003
Cl -1.516 2.564 -1.748
C 0.919 3.510 -2.406
Cl 0.139 5.036 -2.643
C 2.288 3.391 -2.623
Cl 3.214 4.767 -3.121
C 2.909 2.160 -2.445
Cl 4.610 1.998 -2.712
S -0.876 -5.209 -3.281
Sb -1.775 -3.432 -2.099
S -0.658 -1.050 -3.194
S 0.086 -2.853 -0.660
S -3.070 -4.692 -0.487
Se 0.766 0.481 1.030
C 0.152 -0.383 2.613
C -0.587 -1.563 2.658
C -1.002 -2.056 3.887
N -0.739 -1.482 5.066
C -0.017 -0.360 5.012
C 0.442 0.219 3.842
H -0.822 -2.109 1.757
H -1.581 -2.975 3.924
H 0.203 0.112 5.968
H 1.023 1.133 3.874
S -2.487 -0.755 -0.029
C -3.432 -0.202 -1.293
N -4.132 0.173 -2.142

## Properties
* F_max: 1.10 eV/A
* total charge: -2
* spin multiplicity: 5
* ΔE to the lowest compared entry with this formula, charge and spin: 50.6 kJ/mol
* LUMO level (spin up / spin down): 3.8 / 2.7 eV
* E_HOMO (spin up / spin down): -0.088 / -0.087 hartree
* frontier orbital gap (spin up / spin down): 6.2 / 5.1 eV



Below is the molecule C2H5NO5S2 in a non-equilibrium geometry, with properties calculated with ωB97M-V/def2-TZVPD.

Positions of all 15 atoms, in Å:
C -0.971 0.405 1.346
C -0.893 -0.408 0.038
N 1.451 0.932 -1.663
O 0.830 0.666 -2.651
O 2.121 1.834 -1.294
O 1.070 -1.674 -1.317
O 1.800 -0.633 0.740
O -0.031 1.429 1.158
S -1.281 -2.160 0.201
S 1.027 -0.556 -0.448
H -0.571 -0.224 2.213
H -1.962 0.834 1.557
H -1.318 0.273 -0.833
H -0.173 2.112 1.831
H -1.100 -2.830 -0.879

## Properties
* SMILES: O=[N+]([O-])S(=O)(=O)[C@@H](S)CO
* F_max: 3.49 eV/A
* total charge: 0
* ΔE to the lowest compared entry with this formula, charge and spin: 21.0 kJ/mol
* LUMO level: -0.5 eV
* E_HOMO: -0.359 hartree
* frontier orbital gap: 9.3 eV



Below is a cluster of 10 separate species, C67H146F9N7O10 in total in a non-equilibrium geometry, with properties calculated with ωB97M-V/def2-TZVPD.

Positions of all 239 atoms, in Å:
C 0.299 4.379 0.008
C 1.363 5.422 0.291
C 1.101 6.465 1.380
C 1.077 5.871 2.772
N 1.119 6.888 3.931
C -0.160 7.730 4.065
C -0.875 7.388 5.370
C -0.374 5.977 5.572
C 1.139 6.141 5.266
C 2.382 7.787 3.845
C 3.628 6.967 3.742
C 4.896 7.822 3.871
H -0.461 4.763 -0.682
H -0.215 4.098 0.926
H 0.709 3.549 -0.563
H 1.820 5.811 -0.618
H 2.181 4.813 0.703
H 0.218 7.074 1.158
H 1.860 7.235 1.212
H 1.948 5.231 2.911
H 0.228 5.239 3.029
H 0.063 8.788 3.947
H -0.786 7.360 3.254
H -0.570 8.026 6.195
H -1.944 7.327 5.177
H -0.557 5.621 6.588
H -0.858 5.202 4.976
H 1.638 6.779 5.991
H 1.609 5.160 5.239
H 2.302 8.320 4.793
H 2.275 8.462 2.999
H 3.649 6.556 2.730
H 3.699 6.209 4.522
H 4.842 8.334 4.833
H 5.062 8.568 3.092
H 5.820 7.246 3.847
C 2.384 -10.583 -0.526
C 2.906 -9.671 -1.638
C 2.195 -8.381 -1.893
C 2.171 -7.511 -0.604
N 1.843 -6.044 -0.868
C 3.100 -5.170 -1.125
C 2.801 -3.747 -0.560
C 1.548 -3.898 0.262
C 1.481 -5.389 0.524
C 0.820 -5.824 -1.984
C -0.558 -6.421 -1.597
C -1.504 -6.520 -2.799
H 1.470 -11.056 -0.892
H 2.237 -10.135 0.461
H 3.042 -11.400 -0.227
H 3.095 -10.310 -2.504
H 3.956 -9.472 -1.381
H 1.191 -8.591 -2.269
H 2.664 -7.791 -2.683
H 3.111 -7.486 -0.055
H 1.440 -7.943 0.079
H 3.367 -5.212 -2.177
H 3.865 -5.597 -0.479
H 2.640 -3.206 -1.493
H 3.738 -3.402 -0.126
H 0.700 -3.590 -0.356
H 1.396 -3.380 1.208
H 0.517 -5.800 0.817
H 2.272 -5.832 1.127
H 1.277 -6.309 -2.844
H 0.759 -4.758 -2.207
H -0.925 -5.713 -0.850
H -0.505 -7.383 -1.083
H -0.988 -7.082 -3.575
H -1.706 -5.485 -3.069
H -2.404 -7.015 -2.443
C 1.684 2.628 -3.097
C 0.741 3.662 -3.605
C 1.386 5.049 -3.917
C 2.364 5.137 -5.079
N 3.167 6.403 -5.220
C 4.061 6.728 -3.980
C 5.490 6.310 -4.318
C 5.504 5.675 -5.698
C 4.253 6.210 -6.310
C 2.265 7.633 -5.543
C 1.348 7.334 -6.739
C 0.502 8.514 -7.178
H 1.133 1.682 -3.078
H 2.031 2.800 -2.077
H 2.547 2.350 -3.707
H -0.003 3.764 -2.814
H 0.265 3.254 -4.500
H 1.735 5.430 -2.953
H 0.538 5.709 -4.139
H 1.825 4.783 -5.954
H 3.104 4.373 -4.823
H 3.937 7.804 -3.842
H 3.665 6.359 -3.036
H 6.152 7.174 -4.374
H 5.785 5.659 -3.498
H 6.276 6.042 -6.374
H 5.590 4.593 -5.604
H 4.383 7.255 -6.610
H 3.844 5.828 -7.245
H 3.020 8.384 -5.758
H 1.719 7.729 -4.607
H 0.684 6.513 -6.463
H 1.893 6.956 -7.606
H 1.027 9.452 -7.355
H -0.254 8.751 -6.426
H 0.002 8.236 -8.105
C -5.935 0.046 -3.285
C -6.180 0.093 -1.805
O -5.914 -0.770 -1.043
N -6.796 1.354 -1.198
H -7.059 2.038 -1.909
H -7.616 1.117 -0.640
C -5.850 1.986 -0.187
H -5.101 -0.613 -3.510
H -5.671 1.014 -3.721
H -6.881 -0.215 -3.767
H -5.909 1.415 0.740
H -6.117 3.000 0.095
H -4.819 1.825 -0.496
C 0.928 -0.052 -0.191
C -0.483 0.172 0.188
O -0.962 1.256 0.399
N -1.243 -1.061 0.098
H -0.964 -1.651 -0.721
H -1.062 -1.763 0.844
C -2.741 -0.897 -0.018
H 1.217 -0.913 0.418
H 1.555 0.821 -0.033
H 1.011 -0.329 -1.244
H -3.175 -0.097 0.574
H -3.137 -1.871 0.262
H -2.956 -0.690 -1.063
C -10.474 -1.797 5.765
C -10.467 -2.454 4.427
N -9.047 -2.758 3.898
C -8.341 -3.724 4.855
C -9.116 -3.466 2.553
C -9.981 -4.740 2.521
C -8.303 -1.419 3.871
C -7.064 -1.424 2.961
O -6.251 -2.513 3.341
C -4.944 -2.556 2.750
H -9.904 -2.348 6.516
H -11.479 -1.805 6.188
H -10.138 -0.762 5.773
H -10.903 -1.860 3.621
H -11.003 -3.398 4.341
H -9.166 -4.385 5.117
H -7.934 -3.259 5.745
H -7.629 -4.297 4.270
H -8.115 -3.697 2.197
H -9.555 -2.799 1.809
H -9.806 -5.372 1.653
H -11.059 -4.564 2.501
H -9.874 -5.356 3.415
H -8.001 -1.232 4.896
H -9.060 -0.714 3.529
H -6.507 -0.574 3.375
H -7.265 -1.401 1.889
H -4.455 -1.578 2.769
H -4.946 -3.009 1.760
H -4.375 -3.204 3.412
C 1.519 -2.458 3.159
C 2.901 -3.113 3.383
N 4.037 -2.132 3.573
C 3.678 -1.061 4.557
C 5.196 -2.945 4.181
C 6.505 -2.194 4.284
C 4.420 -1.578 2.192
C 4.947 -0.139 2.252
O 3.920 0.822 2.090
C 4.302 2.146 1.918
H 0.797 -3.270 3.253
H 1.413 -1.914 2.225
H 1.313 -1.793 3.997
H 3.110 -3.879 2.638
H 2.814 -3.656 4.326
H 4.560 -0.702 5.083
H 3.149 -1.419 5.444
H 3.095 -0.330 4.005
H 5.269 -3.807 3.518
H 4.932 -3.315 5.171
H 6.541 -1.454 5.082
H 6.734 -1.630 3.381
H 7.309 -2.917 4.411
H 3.559 -1.495 1.529
H 5.121 -2.270 1.733
H 5.603 -0.003 1.381
H 5.626 0.089 3.077
H 5.173 2.307 1.279
H 4.366 2.782 2.811
H 3.443 2.581 1.392
C -0.639 -1.855 -3.160
O -1.296 -0.595 -2.720
O -0.227 -2.493 -2.075
C -1.568 -2.618 -4.137
F -1.036 -3.783 -4.521
F -2.773 -2.876 -3.554
F -1.812 -1.891 -5.229
C -1.454 0.469 -3.664
C -2.294 1.578 -3.005
H -2.318 2.468 -3.632
H -3.325 1.285 -2.796
H -1.854 1.684 -2.007
H -2.140 0.123 -4.438
H -0.475 0.810 -3.993
H 0.249 -1.564 -3.748
C -1.557 -4.530 1.778
O -2.970 -4.667 1.519
O -1.261 -3.276 2.168
C -1.116 -5.769 2.645
F 0.067 -5.510 3.329
F -2.004 -6.056 3.601
F -0.913 -6.916 1.980
C -3.287 -5.670 0.590
C -4.808 -5.820 0.614
H -5.101 -4.892 0.091
H -5.383 -6.563 0.070
H -5.184 -5.664 1.625
H -3.031 -6.681 0.942
H -2.898 -5.628 -0.430
H -1.133 -4.717 0.778
C 5.569 -0.422 -2.203
O 5.878 0.545 -3.260
O 6.591 -0.605 -1.359
C 4.265 0.047 -1.582
F 3.221 0.042 -2.461
F 3.815 -0.781 -0.602
F 4.226 1.302 -1.063
C 6.570 0.121 -4.446
C 6.665 1.276 -5.425
H 6.574 0.998 -6.474
H 5.988 2.121 -5.289
H 7.663 1.701 -5.285
H 6.099 -0.676 -5.036
H 7.514 -0.344 -4.164
H 5.390 -1.376 -2.723

## Properties
* F_max: 3.98 eV/A
* total charge: +4
* LUMO level: -8.0 eV
* E_HOMO: -0.428 hartree
* frontier orbital gap: 3.7 eV



Below is a structure of composition C24H43F16NNbO3P2 in a non-equilibrium geometry, with properties calculated with ωB97M-V/def2-TZVPD.

Positions of all 90 atoms, in Å:
C 3.398 5.312 1.222
C 4.589 4.415 0.952
P 4.182 2.583 1.127
C 2.713 2.558 2.262
Nb 3.581 1.606 -1.143
N 1.459 1.823 -0.855
C 3.634 -0.577 -0.549
C 3.390 -0.980 0.915
C 1.953 -1.331 1.389
C 1.937 -2.781 1.858
C 0.776 -1.135 0.431
C -0.272 -0.152 0.978
C -1.238 0.184 -0.105
C -2.089 1.175 -0.081
C -1.848 2.484 0.572
C -3.399 1.021 -0.801
P 3.157 0.886 -3.610
C 2.865 2.385 -4.676
O 4.646 0.251 -4.123
H 3.633 6.336 0.979
H 2.549 5.004 0.634
H 3.088 5.264 2.252
H 4.884 4.553 -0.068
H 5.400 4.684 1.615
H 3.021 2.970 3.210
H 2.417 1.539 2.457
H 1.862 3.100 1.882
H 3.572 3.318 -1.791
H 5.382 1.554 -1.526
H 1.223 2.761 -1.168
H 1.039 1.235 -1.572
H 4.620 -0.940 -0.816
H 2.973 -1.131 -1.207
H 3.968 -1.882 1.077
H 3.813 -0.292 1.630
H 1.746 -0.761 2.283
H 1.022 -3.038 2.363
H 2.147 -3.452 1.043
H 2.736 -2.916 2.574
H 1.005 -0.834 -0.576
H 0.251 -2.080 0.350
H -0.779 -0.557 1.838
H 0.289 0.730 1.245
H -1.209 -0.415 -0.993
H -1.106 2.446 1.347
H -2.785 2.855 0.973
H -1.557 3.176 -0.201
H -3.431 0.048 -1.253
H -4.191 1.176 -0.088
H -3.475 1.777 -1.579
H 1.852 2.379 -5.051
H 3.524 2.361 -5.538
H 3.031 3.318 -4.167
H 5.118 0.935 -4.600
C -2.694 -0.644 -6.557
C -3.207 -2.050 -6.894
C -4.204 -2.664 -5.914
F -3.679 -2.773 -4.676
F -4.532 -3.911 -6.339
F -2.159 -2.880 -7.077
F -3.854 -1.954 -8.094
O -1.466 -0.556 -5.883
C -1.453 -0.711 -4.517
C -0.725 -1.984 -4.087
F -1.266 -3.067 -4.694
F -0.859 -2.144 -2.753
F -2.715 -0.651 -4.032
F -0.783 0.335 -4.013
H -2.508 -0.165 -7.516
H -3.463 -0.042 -6.070
H -5.117 -2.062 -5.866
H 0.335 -1.920 -4.343
C -2.560 -1.285 4.577
C -1.318 -2.118 4.917
C -1.556 -3.594 5.227
F -2.386 -3.749 6.287
F -0.374 -4.179 5.538
F -0.645 -1.525 5.928
F -0.516 -2.077 3.823
O -3.143 -0.549 5.634
C -4.003 -1.182 6.483
C -3.426 -1.294 7.893
F -2.229 -1.913 7.873
F -4.265 -2.029 8.662
F -4.370 -2.385 5.998
F -5.120 -0.425 6.557
H -2.219 -0.524 3.878
H -3.304 -1.869 4.036
H -1.980 -4.106 4.359
H -3.305 -0.303 8.334

## Properties
* F_max: 3.47 eV/A
* total charge: -1
* LUMO level: 2.1 eV
* E_HOMO: -0.136 hartree
* frontier orbital gap: 5.8 eV



Below is the ion C6H10N with charge +1 in a non-equilibrium geometry, with properties calculated with ωB97M-V/def2-TZVPD.

Positions of all 17 atoms, in Å:
C 1.544 -0.918 -0.196
C -1.923 0.115 0.653
C 0.803 -0.283 1.055
C 0.689 0.329 -0.346
C -0.472 -0.107 0.473
C 1.012 1.574 -1.042
N -1.560 -1.176 0.147
H 2.555 -0.648 -0.269
H 1.309 -1.946 -0.587
H -2.499 0.085 1.560
H -2.378 0.716 -0.040
H 1.314 -0.200 2.054
H 2.060 1.877 -1.267
H 0.515 2.397 -0.376
H 0.507 1.556 -1.969
H -1.443 -1.916 0.803
H -2.033 -1.455 -0.653

## Properties
* SMILES: C[C@@]12C[C@@H]1[C@@]21C[NH2+]1
* F_max: 3.47 eV/A
* total charge: +1
* ΔE to the lowest compared entry with this formula, charge and spin: 264.7 kJ/mol
* LUMO level: -3.1 eV
* E_HOMO: -0.524 hartree
* frontier orbital gap: 11.2 eV